(1)
The following is a DFT calculation (wB97M-V/def2-TZVPD) of a molecular structure, C4H8BrO2PbS in a non-equilibrium geometry.

frontier orbital gap	7.597	eV
energy above the lowest of the compared OMol25 structures with the same formula, charge and spin	0.0	kcal/mol
total charge	+1
electronic energy	-3472.4921	Eh

The geometry in XYZ format:
```
17
Properties=species:S:1:pos:R:3:forces:R:3:nbo_charge:R:1
Pb -1.0083 -3.7876 -1.7146 -0.25 2.76 -0.57 1.51
Br -2.2520 -1.4237 -2.7118 0.69 -1.90 0.68 -0.57
C 0.3139 1.6159 0.3250 -0.66 0.78 -2.74 -0.42
C -0.5853 0.8288 1.2419 0.26 0.08 0.26 -0.43
C -0.0811 -0.6106 1.2683 1.31 -0.94 -0.19 -0.61
S 0.9830 -0.8021 -0.2709 -0.29 1.14 1.46 2.11
O 0.5938 -2.0319 -1.0076 -0.21 -0.49 -0.08 -1.07
O 2.3711 -0.6279 0.0950 -0.85 -0.62 -0.44 -0.88
C 0.3973 0.7445 -0.9634 0.92 -0.19 -0.08 -0.65
H 1.2507 2.0462 0.6732 0.28 -0.92 0.31 0.25
H -0.1733 2.5158 -0.0640 -0.41 0.00 0.41 0.25
H -1.5791 0.7887 0.7973 -0.11 0.35 0.24 0.22
H -0.5743 1.3865 2.1778 -0.41 -0.73 0.37 0.26
H -0.8138 -1.4156 1.2916 -0.30 0.28 -0.24 0.23
H 0.6428 -0.8781 2.0405 0.00 0.40 0.16 0.26
H -0.5628 0.5520 -1.4415 -0.20 0.08 0.29 0.26
H 1.0774 1.0991 -1.7369 0.22 -0.10 0.16 0.27
```
Forces are in eV/Å.

---

(2)
The following is a DFT calculation (wB97M-V/def2-TZVPD) of 7 unconnected molecules or ions with the total composition C17H43Br8O12P3 in a non-equilibrium geometry.

frontier orbital gap	10.313	eV
energy above the lowest of the compared OMol25 structures with the same formula, charge and spin	0.7	kcal/mol
electronic energy	-23192.8513	Eh

The geometry in XYZ format:
```
83
Properties=species:S:1:pos:R:3:forces:R:3:mulliken_charge:R:1
C 29.3617 -21.9574 -24.2339 -0.13 0.18 -0.03 -0.50
O 28.1606 -22.7325 -24.4348 -0.64 -0.28 0.20 0.18
P 28.0789 -24.1113 -23.6292 -0.14 -0.40 -0.21 0.74
O 28.4134 -24.0099 -22.2174 0.56 0.08 0.25 -0.76
O 26.6211 -24.7026 -23.8635 0.70 0.60 -0.59 -0.34
C 25.5120 -24.1049 -23.2077 -0.86 0.00 0.44 -0.70
O 28.9909 -25.1069 -24.4751 -0.35 -0.04 0.54 -0.24
C 28.7294 -25.3740 -25.8525 -0.28 0.41 -0.48 -0.39
H 30.0489 -22.2459 -25.0252 0.26 0.15 0.26 0.01
H 29.7518 -22.1290 -23.2306 0.17 -0.14 -0.13 0.41
H 29.1181 -20.8977 -24.3107 -0.18 -0.11 -0.16 0.20
H 24.8473 -23.6831 -23.9582 -0.05 -0.04 -0.05 0.16
H 25.7335 -23.3315 -22.4707 0.58 0.02 -0.21 0.35
H 25.0004 -24.8852 -22.6466 -0.09 -0.10 -0.19 0.33
H 29.6514 -25.1496 -26.3856 -0.09 -0.25 -0.16 0.17
H 27.9381 -24.7400 -26.2633 0.11 0.18 0.17 0.12
H 28.3850 -26.3944 -26.0127 0.31 -0.13 0.29 0.26
C 32.7193 -22.8585 -29.9877 -0.42 -0.42 0.46 -0.36
O 32.9907 -21.4608 -30.0027 0.38 0.34 -0.08 0.40
P 34.1769 -20.7870 -30.8256 0.65 0.01 0.77 0.50
O 35.4823 -21.4531 -30.7620 -0.53 -0.36 -0.29 -0.77
O 34.2112 -19.3137 -30.2416 -0.91 -0.63 -0.97 -0.28
C 35.0059 -18.9634 -29.1372 1.03 0.54 1.24 -0.80
O 33.5343 -20.5520 -32.2707 2.02 -1.96 0.61 -0.27
C 33.5414 -21.6386 -33.1892 -0.49 -1.03 -0.32 -0.89
H 32.4507 -23.1247 -28.9635 0.13 0.09 -0.08 -0.28
H 33.5650 -23.4804 -30.2777 0.13 0.23 -0.17 0.39
H 31.8429 -23.0655 -30.6021 0.11 0.03 -0.23 0.29
H 35.6671 -18.1370 -29.4060 -0.16 -0.06 -0.24 0.27
H 35.6486 -19.7595 -28.7553 -0.18 -0.25 -0.38 0.34
H 34.4002 -18.6264 -28.2938 -0.33 -0.08 -0.29 0.25
H 32.7358 -22.3312 -32.9192 0.16 0.01 0.04 0.31
H 34.4877 -22.1775 -33.2127 0.11 0.20 0.13 0.33
H 33.2914 -21.2884 -34.1886 0.17 0.39 0.15 0.34
C 22.0391 -20.8069 -24.6741 -0.05 -0.40 0.21 -0.64
O 22.3416 -21.3692 -25.9585 -0.24 0.55 -0.27 -0.36
P 23.1823 -20.5226 -27.0205 0.77 -0.85 1.14 0.76
O 22.9340 -19.0824 -26.9871 0.01 -0.09 -0.34 -0.71
O 22.8944 -21.3689 -28.3204 0.07 0.27 0.15 -0.35
C 21.8953 -20.9784 -29.2667 -0.28 0.33 -0.34 -0.76
O 24.6967 -20.8926 -26.6340 -0.71 0.60 -0.74 0.19
C 25.2103 -22.2086 -26.7859 -0.04 -0.60 0.13 -0.31
H 22.1302 -19.7247 -24.6057 0.11 0.03 -0.41 0.31
H 22.7159 -21.2655 -23.9549 -0.10 0.02 0.16 0.20
H 21.0084 -21.0828 -24.4639 0.04 -0.02 0.17 0.26
H 22.4306 -20.5533 -30.1151 -0.27 -0.16 -0.15 0.28
H 21.1796 -20.2365 -28.9050 0.37 0.11 0.36 0.33
H 21.2899 -21.8415 -29.5367 0.38 -0.19 -0.10 0.28
H 25.5932 -22.4079 -27.7873 -0.14 0.30 -0.10 0.18
H 24.4343 -22.9460 -26.5619 0.10 -0.02 0.06 0.39
H 26.0373 -22.3204 -26.0870 -0.03 0.06 0.11 -0.03
Br 33.4243 -16.0015 -32.1963 -0.43 -0.39 -0.07 -0.19
C 31.9300 -17.1660 -32.6558 -0.92 -1.06 -0.20 -0.60
C 32.1326 -18.6078 -32.2143 0.13 1.15 0.70 -0.15
Br 30.7803 -19.7963 -32.9637 -0.23 0.34 -0.15 -0.21
H 31.7655 -17.1899 -33.7312 0.41 0.45 -0.07 0.41
H 30.9993 -16.8182 -32.2147 0.23 0.55 0.14 0.40
H 32.0277 -18.7512 -31.1395 -0.19 0.34 -0.02 0.07
H 33.0989 -19.0559 -32.4300 -0.90 1.54 -0.72 0.55
Br 28.2278 -21.7765 -29.4305 0.08 -0.11 0.27 -0.16
C 29.4140 -21.3573 -27.9349 0.44 0.07 0.06 0.06
C 30.3427 -20.2595 -28.4264 -0.34 -0.13 0.07 -0.42
Br 31.6782 -19.8025 -27.0461 -0.53 -0.13 -0.41 -0.19
H 29.9454 -22.2566 -27.6295 -0.02 -0.09 -0.32 0.06
H 28.8065 -21.0501 -27.0892 -0.14 0.18 -0.14 -0.12
H 29.7294 -19.3967 -28.6772 0.29 0.29 0.30 0.54
H 30.8892 -20.5513 -29.3185 0.16 -0.11 0.16 0.12
Br 24.6643 -14.9772 -26.2279 -0.15 -0.13 -0.11 -0.18
C 25.1988 -16.7853 -26.7435 0.32 0.15 -0.04 -0.46
C 26.7135 -16.8416 -26.6447 -0.36 -0.16 -0.27 -0.63
Br 27.2181 -18.7384 -26.4803 0.19 0.49 -0.02 -0.06
H 24.8700 -16.9474 -27.7650 -0.12 0.02 0.05 0.34
H 24.6974 -17.5011 -26.1029 -0.05 0.17 0.12 0.20
H 27.0891 -16.2659 -25.8062 0.10 -0.38 0.21 0.45
H 27.1624 -16.4574 -27.5565 0.13 -0.12 0.03 0.37
Br 34.2558 -26.6137 -23.4945 0.21 -0.10 -0.02 -0.16
C 33.2262 -25.0852 -24.0675 -0.65 0.36 0.55 -0.66
C 32.5564 -25.3908 -25.3926 0.30 0.39 0.13 -0.53
Br 32.0481 -23.7029 -26.2674 0.24 -0.21 0.13 -0.14
H 33.8415 -24.1899 -24.0779 0.36 -0.27 -0.33 0.42
H 32.5179 -24.9209 -23.2570 -0.23 -0.07 -0.22 0.32
H 31.6320 -25.9467 -25.2888 0.08 -0.16 0.07 0.30
H 33.2672 -25.8915 -26.0411 -0.19 0.04 -0.24 0.50
```
Forces are in eV/Å.

---

(3)
The following is a DFT calculation (wB97M-V/def2-TZVPD) of a molecular structure, C20H41BrIN3Si2 in a non-equilibrium geometry.

frontier orbital gap	1.878	eV
energy above the lowest of the compared OMol25 structures with the same formula, charge and spin	0.0	kcal/mol
electronic energy	-4401.5390	Eh

The geometry in XYZ format:
```
68
Properties=species:S:1:pos:R:3:forces:R:3:nbo_charge:R:1
C -2.2975 0.3877 -3.8017 0.41 -0.05 0.22 -0.60
C -0.8930 0.6697 -3.2645 -0.23 -0.10 -0.03 -0.40
C -0.4336 -0.3635 -2.2284 0.47 0.26 -0.28 -0.40
C 1.0106 -0.8606 -2.4352 -0.49 -0.59 0.08 -0.39
C 1.0359 -2.3845 -2.5663 0.49 0.21 -0.16 -0.40
C 2.4492 -2.9788 -2.6248 0.21 0.06 0.40 -0.40
C 2.7254 -4.1330 -1.6433 -0.68 0.14 -0.36 -0.40
C 1.6026 -5.1813 -1.5346 0.50 -0.35 0.17 -0.40
C 1.3259 -5.5962 -0.0855 -0.49 0.33 -0.24 -0.39
C 0.8161 -4.4139 0.7615 0.66 0.07 -0.40 -0.49
C 1.4743 -4.2371 2.0807 0.23 -0.64 0.61 0.12
C 2.0746 -5.2930 2.7545 -0.44 1.00 -0.36 -0.26
C 2.6759 -5.0323 3.9720 0.56 -1.15 0.64 0.11
I 3.6345 -6.5484 5.0415 -0.16 0.30 -0.12 0.30
N 2.6663 -3.8241 4.4944 -0.45 0.32 -0.67 -0.29
N 2.1143 -2.7637 3.9000 0.43 -0.33 0.60 -0.16
C 1.5584 -2.9715 2.7447 -0.37 0.50 -0.65 0.09
Br 0.8573 -1.4413 1.9345 -0.12 0.05 0.09 0.25
H -2.2506 -0.4045 -4.5448 -0.07 -0.10 -0.18 0.19
H -2.9497 0.0356 -3.0090 -0.23 0.17 0.16 0.20
H -2.7134 1.2794 -4.2527 -0.25 0.09 -0.13 0.22
H -0.8446 1.6665 -2.8408 -0.04 0.19 0.13 0.22
H -0.2125 0.6694 -4.1130 0.20 0.01 -0.10 0.18
H -0.5094 0.0569 -1.2288 -0.23 0.07 0.14 0.22
H -1.1120 -1.2122 -2.2719 -0.11 -0.22 0.03 0.19
H 1.4305 -0.4362 -3.3409 0.25 0.26 -0.04 0.20
H 1.6333 -0.5944 -1.5839 0.22 0.24 0.01 0.19
H 0.4860 -2.7731 -1.7148 -0.19 -0.24 0.12 0.18
H 0.5025 -2.6612 -3.4714 -0.36 -0.13 -0.01 0.21
H 2.7265 -3.2849 -3.6287 -0.16 -0.07 -0.23 0.21
H 3.1436 -2.1815 -2.3655 0.22 0.09 -0.06 0.21
H 2.9044 -3.6888 -0.6653 0.14 0.01 0.21 0.17
H 3.6304 -4.6443 -1.9513 0.32 0.02 0.14 0.22
H 1.9408 -6.0872 -2.0322 -0.11 -0.12 -0.24 0.22
H 0.6899 -4.8787 -2.0331 -0.18 0.18 -0.01 0.22
H 2.2591 -5.9933 0.2985 0.14 -0.13 0.22 0.19
H 0.5783 -6.3835 -0.0867 0.04 -0.30 0.13 0.22
H 1.0140 -3.5046 0.2028 -0.09 0.28 -0.02 0.26
H -0.2647 -4.4253 0.8825 -0.21 -0.06 0.17 0.27
H 2.0765 -6.2825 2.3417 0.04 -0.25 0.00 0.27
H 3.0929 -3.6501 5.3942 0.02 0.21 0.09 0.44
C -2.2176 6.9066 2.8998 0.08 0.28 -0.24 -1.12
Si -1.7203 5.7585 1.4801 -0.19 -0.65 0.56 1.83
C 0.0436 6.2630 0.9847 -0.10 0.33 -0.11 -1.13
C -2.8470 6.2045 0.0182 0.14 0.34 -0.03 -1.13
N -1.8595 4.1706 1.9934 0.23 0.05 -0.54 -1.74
Si -1.5364 2.8023 1.1126 -0.29 0.75 0.68 1.83
C 0.2785 2.6433 0.5470 -0.07 -0.45 -0.18 -1.13
C -2.6204 2.5732 -0.4290 0.24 -0.41 -0.15 -1.14
C -1.8573 1.2828 2.2014 0.24 -0.40 -0.29 -1.12
H -2.1380 7.9615 2.6115 -0.02 -0.01 0.07 0.20
H -3.2500 6.7130 3.1981 0.00 -0.04 0.03 0.22
H -1.5710 6.7410 3.7641 -0.02 -0.04 0.03 0.22
H 0.1312 7.3514 0.8821 0.03 -0.03 -0.01 0.21
H 0.3342 5.8243 0.0267 0.03 -0.07 0.01 0.21
H 0.7571 5.9382 1.7445 0.01 -0.04 0.01 0.22
H -3.8613 5.8445 0.1999 -0.01 -0.05 0.00 0.22
H -2.4873 5.7671 -0.9166 -0.03 -0.07 -0.01 0.21
H -2.8953 7.2902 -0.1292 -0.02 -0.03 -0.03 0.21
H 0.5061 3.3339 -0.2678 0.03 0.06 0.02 0.23
H 0.5070 1.6292 0.1837 0.05 0.01 -0.03 0.18
H 0.9502 2.8597 1.3799 -0.01 0.06 0.03 0.23
H -3.6684 2.7443 -0.1787 -0.01 0.05 0.02 0.23
H -2.5329 1.5573 -0.8366 -0.05 0.00 -0.04 0.19
H -2.3378 3.2665 -1.2245 -0.04 0.08 0.01 0.22
H -2.8960 1.2518 2.5336 -0.01 0.03 0.02 0.23
H -1.2129 1.3156 3.0839 -0.02 0.03 0.04 0.22
H -1.6472 0.3498 1.6530 -0.07 -0.02 0.07 0.17
```
Forces are in eV/Å.

---

(4)
The following is a DFT calculation (wB97M-V/def2-TZVPD) of a single C4H5N3 molecule in a non-equilibrium geometry.

frontier orbital gap (alpha / beta)	7.417 / 7.087	eV
energy above the lowest of the compared OMol25 structures with the same formula, charge and spin	153.9	kcal/mol
electronic energy	-319.4669	Eh

The geometry in XYZ format:
```
12
Properties=species:S:1:pos:R:3:forces:R:3:nbo_charge:R:1
N 1.4386 0.5678 0.7217 0.25 0.29 0.21 -0.71
C 0.3544 -0.2010 0.6167 1.20 0.28 0.44 0.31
C 0.5690 -1.2928 -0.3746 0.15 0.26 0.06 0.00
N -0.0393 -0.9175 -1.4315 -0.75 -0.20 1.05 -0.33
C -1.0705 0.0261 -0.8449 -1.63 -0.01 -0.15 0.03
N -0.9853 1.3652 -0.3925 0.65 -0.10 -0.37 -0.50
C -1.0267 0.4409 0.6461 0.02 -0.79 -0.37 -0.19
H 1.9674 0.6531 -0.1407 0.45 -0.11 0.45 0.39
H 1.2303 1.4691 1.1259 0.21 0.16 0.09 0.40
H 1.2371 -2.1568 -0.2927 0.05 0.42 -0.04 0.21
H -1.9738 -0.4545 -1.1596 -0.94 0.40 -0.67 0.18
H -1.7012 0.5004 1.5260 0.34 -0.61 -0.71 0.20
```
Forces are in eV/Å.